1.
{"formula": "C62H59BN2O9S", "method": "the ωB97M-V functional and the def2-TZVPD basis", "smiles": "COCCCCCCCCCN1c2cc(CC(=O)OC(C)=O)ccc2Sc2c(CCc3ccccc3)ccc(B(N)O)c21.O=C1c2ccccc2C(=O)c2ccccc21.O=C1c2ccccc2C(=O)c2ccccc21", "e_lumo_ha": -0.0391, "elements": ["C", "O", "C", "C", "C", "C", "C", "C", "C", "C", "C", "N", "C", "C", "C", "C", "C", "O", "O", "C", "C", "O", "C", "C", "C", "S", "C", "C", "C", "C", "C", "C", "C", "C", "C", "C", "C", "C", "C", "B", "N", "O", "C", "H", "H", "H", "H", "H", "H", "H", "H", "H", "H", "H", "H", "H", "H", "H", "H", "H", "H", "H", "H", "H", "H", "H", "H", "H", "H", "H", "H", "H", "H", "H", "H", "H", "H", "H", "H", "H", "H", "H", "H", "H", "H", "H", "O", "C", "C", "C", "C", "C", "C", "C", "C", "O", "C", "C", "C", "C", "C", "C", "H", "H", "H", "H", "H", "H", "H", "H", "O", "C", "C", "C", "C", "C", "C", "C", "C", "O", "C", "C", "C", "C", "C", "C", "H", "H", "H", "H", "H", "H", "H", "H"], "positions_angstrom": [[1.116, -5.460, 0.506], [0.399, -4.290, 0.108], [0.017, -4.385, -1.263], [0.118, -2.993, -1.938], [0.815, -3.136, -3.317], [0.468, -1.906, -4.215], [1.746, -1.132, -4.695], [1.519, 0.401, -4.532], [2.118, 0.822, -3.173], [3.675, 0.827, -3.178], [4.270, 0.040, -1.980], [4.811, 0.963, -0.945], [3.763, 1.744, -0.358], [3.543, 3.047, -0.790], [2.542, 3.807, -0.236], [2.313, 5.255, -0.693], [2.053, 6.189, 0.502], [2.971, 6.799, 0.993], [0.738, 6.252, 0.924], [0.513, 7.125, 1.998], [-0.516, 8.222, 1.736], [1.033, 7.029, 3.077], [1.700, 3.308, 0.749], [1.914, 2.021, 1.202], [2.931, 1.279, 0.641], [3.228, -0.381, 1.249], [5.020, -0.429, 1.111], [5.769, -1.102, 2.065], [5.032, -1.745, 3.241], [4.833, -0.631, 4.324], [3.414, -0.528, 4.864], [2.939, 0.734, 5.196], [1.685, 0.950, 5.724], [0.837, -0.130, 5.942], [1.299, -1.379, 5.591], [2.557, -1.598, 5.063], [7.138, -1.157, 1.914], [7.708, -0.507, 0.833], [6.958, 0.197, -0.096], [7.674, 0.971, -1.298], [8.579, 2.020, -0.912], [7.429, 0.708, -2.639], [5.570, 0.230, 0.025], [0.682, -6.346, 0.017], [0.974, -5.595, 1.584], [2.175, -5.330, 0.241], [-0.986, -4.825, -1.387], [0.735, -5.043, -1.779], [0.618, -2.274, -1.278], [-0.895, -2.607, -2.124], [0.403, -4.026, -3.813], [1.897, -3.255, -3.182], [-0.118, -1.203, -3.607], [-0.132, -2.166, -5.094], [1.925, -1.414, -5.741], [2.570, -1.449, -4.046], [0.442, 0.604, -4.575], [1.972, 0.953, -5.370], [1.773, 1.827, -2.895], [1.773, 0.077, -2.441], [3.998, 0.372, -4.125], [4.088, 1.842, -3.176], [5.100, -0.565, -2.363], [3.530, -0.651, -1.548], [4.197, 3.448, -1.562], [3.197, 5.645, -1.200], [1.427, 5.316, -1.344], [-1.458, 7.801, 1.357], [-0.762, 8.717, 2.677], [-0.106, 8.929, 1.007], [0.886, 3.874, 1.190], [1.317, 1.561, 1.986], [4.091, -2.196, 2.923], [5.742, -2.471, 3.659], [5.517, -0.745, 5.176], [5.054, 0.336, 3.852], [3.577, 1.606, 5.037], [1.404, 1.970, 5.984], [-0.148, 0.023, 6.375], [0.622, -2.216, 5.770], [2.865, -2.609, 4.803], [7.756, -1.681, 2.641], [8.790, -0.542, 0.696], [9.155, 2.331, -1.687], [9.144, 1.718, -0.127], [7.541, -0.223, -2.852], [-2.297, 0.163, -6.106], [-3.392, 0.037, -6.613], [-4.525, 0.911, -6.202], [-4.315, 1.894, -5.243], [-5.351, 2.738, -4.880], [-6.602, 2.606, -5.475], [-6.821, 1.617, -6.420], [-5.786, 0.763, -6.782], [-6.040, -0.307, -7.786], [-7.149, -0.471, -8.250], [-4.902, -1.167, -8.211], [-5.111, -2.148, -9.173], [-4.054, -2.934, -9.600], [-2.782, -2.742, -9.069], [-2.572, -1.775, -8.101], [-3.630, -0.988, -7.664], [-3.341, 2.001, -4.783], [-5.185, 3.506, -4.135], [-7.407, 3.275, -5.199], [-7.795, 1.511, -6.878], [-6.099, -2.294, -9.589], [-4.218, -3.695, -10.353], [-1.955, -3.351, -9.412], [-1.583, -1.630, -7.686], [-8.244, -1.551, 6.947], [-7.035, -1.502, 6.845], [-6.160, -1.817, 8.007], [-6.737, -2.192, 9.214], [-5.933, -2.525, 10.291], [-4.547, -2.486, 10.168], [-3.967, -2.096, 8.972], [-4.770, -1.755, 7.890], [-4.133, -1.321, 6.617], [-2.927, -1.215, 6.530], [-5.007, -1.026, 5.450], [-4.428, -0.654, 4.242], [-5.227, -0.408, 3.139], [-6.610, -0.533, 3.237], [-7.193, -0.889, 4.441], [-6.395, -1.132, 5.553], [-7.814, -2.228, 9.309], [-6.384, -2.821, 11.230], [-3.921, -2.758, 11.007], [-2.890, -2.061, 8.878], [-3.352, -0.562, 4.165], [-4.774, -0.123, 2.198], [-7.233, -0.349, 2.370], [-8.268, -0.983, 4.517]], "mulliken_charge": [-0.721, -0.280, -0.792, -0.229, -0.780, -0.515, -0.550, -1.034, 0.028, -1.590, -0.412, 0.798, -1.477, -0.776, 0.931, -0.747, 0.534, -0.532, -0.284, 0.712, -1.006, -0.484, -0.673, -1.016, 1.440, -0.110, 1.224, 0.301, -1.320, -0.714, 0.612, -0.320, -0.667, -0.495, -0.617, -0.391, -1.313, -0.799, 0.204, 0.562, -0.482, -0.612, -1.287, 0.340, 0.237, 0.276, 0.214, 0.514, 0.010, 0.382, 0.388, 0.335, 0.403, 0.205, 0.472, 0.325, 0.203, 0.357, 0.432, -0.089, 0.590, 0.543, 0.543, 0.313, 0.327, 0.426, 0.343, 0.313, 0.321, 0.273, 0.454, 0.548, 0.620, 0.519, 0.491, 0.382, 0.311, 0.395, 0.532, 0.377, 0.373, 0.440, 0.443, 0.237, 0.259, 0.313, -0.675, 0.482, 0.180, -0.529, -0.533, -0.470, -0.583, 0.325, 0.499, -0.674, 0.351, -0.631, -0.448, -0.592, -0.485, 0.190, 0.518, 0.408, 0.391, 0.469, 0.472, 0.395, 0.411, 0.512, -0.673, 0.516, 0.253, -0.585, -0.465, -0.516, -0.566, 0.248, 0.582, -0.667, 0.194, -0.640, -0.566, -0.458, -0.599, 0.343, 0.467, 0.397, 0.405, 0.471, 0.584, 0.413, 0.393, 0.474]}

***

2.
{"formula": "CsH6O3", "method": "the ωB97M-V functional and the def2-TZVPD basis", "spin_multiplicity": 2, "charge": 2, "e_lumo_ha": [-0.3234, -0.6016], "elements": ["Cs", "O", "H", "H", "O", "H", "H", "O", "H", "H"], "positions_angstrom": [[0.554, 0.539, 0.169], [-1.076, -1.492, -1.496], [-0.121, -1.539, -1.545], [-1.308, -2.080, -0.777], [0.996, 3.502, 0.106], [0.372, 4.221, 0.203], [1.640, 3.826, -0.523], [-0.673, -2.448, 1.102], [0.211, -2.357, 0.746], [-0.595, -2.172, 2.014]], "mulliken_charge": [1.054, -0.210, 0.381, 0.487, -0.645, 0.330, 0.335, -0.479, 0.357, 0.392]}

***

3.
{"formula": "C12H18AlFN4O4S", "method": "the ωB97M-V functional and the def2-TZVPD basis", "charge": 2, "e_lumo_ha": -0.2338, "elements": ["Al", "C", "C", "N", "C", "C", "S", "C", "C", "N", "H", "H", "H", "H", "H", "H", "H", "H", "H", "H", "H", "H", "H", "H", "F", "C", "C", "N", "C", "C", "O", "O", "C", "O", "N", "C", "O", "H", "H", "H", "H"], "positions_angstrom": [[-0.271, 0.563, -0.638], [-1.094, -2.146, -1.070], [-0.959, -1.557, -2.476], [-0.087, -0.364, -2.400], [-0.391, 0.714, -3.373], [-1.764, 1.349, -3.152], [-2.213, 1.660, -1.390], [-3.308, 0.225, -0.978], [-2.754, -0.670, 0.124], [-1.346, -1.066, -0.093], [-0.152, -2.631, -0.798], [-1.878, -2.908, -1.051], [-1.932, -1.261, -2.858], [-0.558, -2.315, -3.152], [0.865, -0.662, -2.624], [-0.354, 0.336, -4.402], [0.389, 1.481, -3.256], [-2.580, 0.771, -3.584], [-1.775, 2.328, -3.637], [-3.532, -0.312, -1.895], [-4.243, 0.665, -0.630], [-3.405, -1.547, 0.218], [-2.788, -0.127, 1.077], [-1.033, -1.420, 0.816], [2.775, -2.586, 2.307], [2.631, -1.334, 2.744], [2.868, -0.306, 1.916], [2.666, 0.994, 2.310], [2.441, 2.009, 1.308], [1.305, 1.554, 0.490], [1.163, 1.732, -0.765], [0.417, 0.780, 1.010], [2.225, 1.309, 3.611], [1.934, 2.442, 3.885], [2.122, 0.240, 4.448], [2.180, -1.126, 4.133], [1.860, -1.973, 4.912], [3.224, -0.459, 0.905], [3.323, 2.246, 0.707], [2.165, 2.916, 1.894], [1.866, 0.458, 5.410]], "mulliken_charge": [0.395, -0.724, -0.523, -0.006, -0.861, -0.534, -0.009, -0.475, -0.884, -0.063, 0.389, 0.381, 0.179, 0.470, 0.425, 0.450, 0.416, 0.404, 0.469, 0.298, 0.548, 0.404, 0.441, 0.375, -0.319, 0.325, -0.261, 0.009, -0.937, 0.786, -0.454, -0.348, 0.460, -0.582, -0.068, 0.288, -0.513, 0.600, 0.348, 0.441, 0.260]}

***

Repeat the third record exactly.
{"formula": "C12H18AlFN4O4S", "method": "the ωB97M-V functional and the def2-TZVPD basis", "charge": 2, "e_lumo_ha": -0.2338, "elements": ["Al", "C", "C", "N", "C", "C", "S", "C", "C", "N", "H", "H", "H", "H", "H", "H", "H", "H", "H", "H", "H", "H", "H", "H", "F", "C", "C", "N", "C", "C", "O", "O", "C", "O", "N", "C", "O", "H", "H", "H", "H"], "positions_angstrom": [[-0.271, 0.563, -0.638], [-1.094, -2.146, -1.070], [-0.959, -1.557, -2.476], [-0.087, -0.364, -2.400], [-0.391, 0.714, -3.373], [-1.764, 1.349, -3.152], [-2.213, 1.660, -1.390], [-3.308, 0.225, -0.978], [-2.754, -0.670, 0.124], [-1.346, -1.066, -0.093], [-0.152, -2.631, -0.798], [-1.878, -2.908, -1.051], [-1.932, -1.261, -2.858], [-0.558, -2.315, -3.152], [0.865, -0.662, -2.624], [-0.354, 0.336, -4.402], [0.389, 1.481, -3.256], [-2.580, 0.771, -3.584], [-1.775, 2.328, -3.637], [-3.532, -0.312, -1.895], [-4.243, 0.665, -0.630], [-3.405, -1.547, 0.218], [-2.788, -0.127, 1.077], [-1.033, -1.420, 0.816], [2.775, -2.586, 2.307], [2.631, -1.334, 2.744], [2.868, -0.306, 1.916], [2.666, 0.994, 2.310], [2.441, 2.009, 1.308], [1.305, 1.554, 0.490], [1.163, 1.732, -0.765], [0.417, 0.780, 1.010], [2.225, 1.309, 3.611], [1.934, 2.442, 3.885], [2.122, 0.240, 4.448], [2.180, -1.126, 4.133], [1.860, -1.973, 4.912], [3.224, -0.459, 0.905], [3.323, 2.246, 0.707], [2.165, 2.916, 1.894], [1.866, 0.458, 5.410]], "mulliken_charge": [0.395, -0.724, -0.523, -0.006, -0.861, -0.534, -0.009, -0.475, -0.884, -0.063, 0.389, 0.381, 0.179, 0.470, 0.425, 0.450, 0.416, 0.404, 0.469, 0.298, 0.548, 0.404, 0.441, 0.375, -0.319, 0.325, -0.261, 0.009, -0.937, 0.786, -0.454, -0.348, 0.460, -0.582, -0.068, 0.288, -0.513, 0.600, 0.348, 0.441, 0.260]}